No. 1
Density functional theory data (ωB97M-V with the def2-TZVPD basis set) for a molecular structure, C31H40N5O5PtSSeSi.

Cartesian coordinates (Å):
Pt: -0.41635 0.86801 0.20380
O: 0.46578 2.25165 1.63711
C: -0.22020 3.04408 2.36486
C: 0.43880 3.62593 3.49517
C: -0.19547 4.49573 4.32137
C: -1.54705 4.88272 4.09227
C: -2.20852 4.37201 3.02868
C: -1.60131 3.43794 2.12431
C: -2.40474 3.04989 1.04886
N: -2.13199 2.14246 0.11425
N: -2.98053 2.06607 -0.87982
C: -2.81023 0.93195 -1.65757
O: -2.22283 -0.07706 -1.25073
C: -3.39832 0.99339 -3.01165
C: -3.83404 2.20024 -3.55658
C: -4.31273 2.23513 -4.85715
C: -4.37271 1.06803 -5.60664
C: -3.95241 -0.13957 -5.06014
C: -3.45997 -0.17682 -3.76726
H: 1.46581 3.32675 3.66154
H: 0.33503 4.90544 5.17349
H: -2.03160 5.57906 4.76218
H: -3.23569 4.66044 2.83678
H: -3.37374 3.53085 0.94102
H: -3.79934 3.10003 -2.95701
H: -4.64719 3.17164 -5.28486
H: -4.75473 1.09714 -6.61903
H: -4.01377 -1.04925 -5.64400
H: -3.12559 -1.10606 -3.32267
C: 2.99080 0.46029 -1.08362
C: 2.95315 -0.42550 0.14600
C: 3.61075 -1.76892 -0.13351
C: 3.57657 0.28098 1.34143
O: 1.51782 -0.64424 0.41698
Si: 0.78637 -1.75244 1.38545
S: -1.03999 -0.64662 1.82130
O: 0.40484 -3.13341 0.66140
C: -0.37159 -3.56354 -0.48315
C: -1.85013 -3.39435 -0.16819
C: -0.01763 -5.02791 -0.67596
C: 0.02389 -2.73655 -1.69683
O: 1.63277 -2.01217 2.72302
C: 1.56727 -3.04986 3.74369
C: 2.26874 -2.46584 4.95608
C: 0.11265 -3.36833 4.05415
C: 2.30167 -4.27183 3.21487
H: 4.02517 0.70366 -1.32928
H: 2.45426 1.39260 -0.88764
H: 2.53681 -0.04392 -1.93980
H: 4.67268 -1.62055 -0.33779
H: 3.15749 -2.24899 -1.00373
H: 3.52781 -2.43749 0.72598
H: 4.61713 0.52913 1.12131
H: 3.54939 -0.35541 2.22500
H: 3.03123 1.20167 1.55173
H: -2.10654 -3.91664 0.75545
H: -2.45326 -3.81126 -0.97724
H: -2.11427 -2.33788 -0.07249
H: -0.26196 -5.59636 0.22308
H: 1.04953 -5.13711 -0.87846
H: -0.57726 -5.44661 -1.51416
H: -0.23070 -1.68395 -1.54549
H: -0.51557 -3.09794 -2.57577
H: 1.09608 -2.82098 -1.88699
H: 1.73763 -1.58284 5.31605
H: 3.29027 -2.18024 4.70018
H: 2.30610 -3.20213 5.76068
H: -0.42215 -2.46537 4.35845
H: 0.05698 -4.08607 4.87355
H: -0.38690 -3.80650 3.18550
H: 3.34754 -4.03038 3.01490
H: 1.83654 -4.62739 2.29375
H: 2.27146 -5.07621 3.95196
Se: 0.29295 0.07442 -4.10285
N: 0.65203 1.64572 -4.82876
C: 0.69824 2.51516 -3.83822
C: 0.95767 3.91675 -3.93547
C: 0.95785 4.62853 -2.78244
C: 0.69605 3.99015 -1.52133
N: 0.45185 2.72258 -1.38035
C: 0.46035 1.97854 -2.52731
N: 0.22837 0.69358 -2.44460
H: 1.14350 4.37052 -4.90118
H: 1.15046 5.69297 -2.78529
H: 0.69284 4.58865 -0.61466

Calculated values
Expectation value of S²: 6.056
2S+1: 5
Kohn-Sham gap (alpha / beta), eV: 6.607 / 5.687
Charge: +1

=====

No. 2
Density functional theory data (ωB97M-V with the def2-TZVPD basis set) for a molecular structure, C31H40N5OOsS3 in a non-equilibrium geometry.

Cartesian coordinates (Å):
Os: 0.76450 -0.90610 0.13603
C: 6.28189 0.33488 1.68255
C: 5.17273 -0.13460 0.81177
C: 4.86552 0.36434 -0.41846
C: 3.75245 -0.13593 -1.12330
N: 2.94820 -1.02593 -0.54179
C: 3.25396 -1.51373 0.65939
S: 2.13035 -2.60334 1.35181
N: 4.40141 -1.15605 1.29774
C: 3.43371 0.27217 -2.51288
H: 6.95566 0.98340 1.12918
H: 6.84742 -0.51324 2.07059
H: 5.88534 0.89515 2.53153
H: 5.45421 1.16347 -0.84501
H: 4.54343 -1.49069 2.24004
H: 4.18474 -0.14456 -3.18845
H: 3.45597 1.35629 -2.62634
H: 2.45469 -0.10574 -2.79971
O: 0.20204 1.09896 -0.88595
S: -0.68740 2.02821 -0.09075
C: -0.25843 3.68600 -0.64108
C: 0.44087 3.91442 -1.81160
C: 0.66555 5.22430 -2.20928
C: 0.18974 6.28094 -1.44574
C: -0.48474 6.03592 -0.25630
C: -0.70227 4.73149 0.15551
C: -2.28330 1.98074 -0.93790
C: -3.39675 2.49184 -0.29072
C: -4.63037 2.42545 -0.91904
C: -4.73717 1.84810 -2.17723
C: -3.61142 1.34758 -2.81620
C: -2.37342 1.40823 -2.19349
H: 0.79525 3.07798 -2.40124
H: 1.20808 5.41914 -3.12498
H: 0.34924 7.29840 -1.77647
H: -0.83847 6.86069 0.34763
H: -1.21626 4.51662 1.08529
H: -3.30379 2.93521 0.69379
H: -5.51103 2.82335 -0.43279
H: -5.70344 1.78700 -2.66015
H: -3.69229 0.91280 -3.80355
H: -1.48875 1.00422 -2.66997
C: -1.99871 -3.33208 -0.18529
C: -1.95398 -2.34762 0.98564
C: -3.37192 -2.07530 1.49259
C: -1.30023 -1.04269 0.52714
H: -2.35811 -4.30806 0.16356
H: 0.10448 -3.23071 -0.25007
H: -2.70964 -2.95783 -0.92872
H: -1.38055 -2.80343 1.80418
H: -3.94637 -1.54680 0.72841
H: -3.34134 -1.44422 2.38279
H: -3.89616 -2.99979 1.74663
H: -1.52350 -0.27067 1.28108
H: -1.81312 -0.73865 -0.39746
N: -0.69849 -3.46053 -0.81459
C: -0.50448 -3.45507 -2.18244
C: -1.44794 -4.00371 -3.05649
C: -1.22894 -3.97944 -4.42525
C: -0.06586 -3.43646 -4.95077
C: 0.88518 -2.90792 -4.08737
C: 0.66697 -2.90924 -2.72157
H: -2.33939 -4.47426 -2.66291
H: -1.98002 -4.39786 -5.08310
H: 0.09503 -3.41865 -6.02024
H: 1.79903 -2.48664 -4.48879
H: 1.39953 -2.47428 -2.04210
C: -0.48285 -2.09743 4.57147
N: -0.02968 -1.19688 3.51795
C: 0.39554 0.05524 3.59701
S: 1.22699 0.74766 2.26741
N: 0.20329 0.84048 4.66176
C: -0.61514 0.60266 5.84467
H: -0.40447 -3.11207 4.18983
H: -1.52222 -1.91957 4.84482
H: 0.14444 -2.02077 5.45723
H: 0.18634 -1.62773 2.62776
H: 0.57450 1.76718 4.54542
H: -0.14358 -0.09032 6.53941
H: -1.59825 0.22485 5.57028
H: -0.74404 1.55125 6.35767

Calculated values
Kohn-Sham gap (alpha / beta), eV: 6.017 / 6.028
Charge: +1

=====

No. 3
Density functional theory data (ωB97M-V with the def2-TZVPD basis set) for a molecular structure, C31H41BN9NdP2S2 in a non-equilibrium geometry.

Cartesian coordinates (Å):
Nd: -0.51456 -0.39243 0.17117
N: -2.54506 1.91251 -0.66160
P: -1.42539 1.36093 -1.75904
C: -1.93617 2.42156 -3.16730
C: -2.34871 1.80743 -4.35965
C: -2.76332 2.57450 -5.45163
C: -2.77298 3.96473 -5.36534
C: -2.36980 4.59015 -4.18769
C: -1.95700 3.82385 -3.09504
C: 0.09106 2.22971 -1.20109
C: 0.28981 2.65623 0.11973
C: 1.47358 3.29703 0.50118
C: 2.48722 3.50877 -0.42933
C: 2.32160 3.07409 -1.74036
C: 1.13739 2.43586 -2.12000
C: -3.03079 1.34978 0.56980
C: -3.95260 2.13450 1.27524
C: -4.46693 1.68887 2.49234
C: -4.04292 0.47133 3.00022
C: -3.11402 -0.24325 2.26903
N: -2.60401 0.17037 1.08833
H: -3.36417 2.31564 -1.11225
H: -2.35165 0.72277 -4.44926
H: -3.07807 2.08429 -6.36946
H: -3.09296 4.56088 -6.21594
H: -2.37277 5.67471 -4.11821
H: -1.64352 4.33350 -2.18559
H: -0.47049 2.48598 0.87713
H: 1.60294 3.62083 1.53045
H: 3.40801 4.00196 -0.13042
H: 3.11309 3.22445 -2.46962
H: 1.03954 2.09820 -3.15025
H: -4.26964 3.09612 0.88393
H: -5.18738 2.29231 3.03664
H: -4.41942 0.09130 3.94276
H: -2.73813 -1.19956 2.62099
C: -4.01854 -1.62001 0.60821
N: -3.26575 -2.51031 -0.27588
C: -3.64186 -2.89973 -1.50997
C: -2.65807 -3.71870 -2.02788
N: -1.67474 -3.85166 -1.11199
B: -0.38328 -4.68294 -1.31907
N: 0.86310 -3.84303 -0.94152
C: 1.85373 -4.26246 -0.12529
C: 2.78841 -3.25328 -0.00364
N: 2.37402 -2.19882 -0.73320
C: 3.06850 -0.91698 -0.85763
C: 1.20152 -2.57881 -1.29241
S: 0.38433 -1.71983 -2.11021
C: -2.06698 -3.09889 -0.05584
S: -1.27777 -2.89768 1.13200
H: -4.96813 -1.30217 0.12705
H: -3.41389 -0.71634 0.83333
H: -4.25826 -2.14794 1.55505
H: -4.55837 -2.60430 -2.00413
H: -2.66607 -4.18484 -3.00505
H: -0.41081 -5.66114 -0.63717
H: -0.32043 -5.02075 -2.46121
H: 1.90007 -5.23461 0.34921
H: 3.69762 -3.28643 0.58274
H: 4.00940 -0.92285 -0.26686
H: 2.41745 -0.09987 -0.48154
H: 3.31798 -0.72830 -1.92289
C: 4.45233 0.08304 2.29138
N: 3.21382 0.86870 2.14692
C: 2.42275 0.77092 3.38646
N: 2.13833 -0.60463 3.68003
C: 3.35850 -1.37566 3.82475
N: 4.13466 -1.28122 2.60289
C: 3.55021 -2.01226 1.49494
P: 1.97565 -1.20262 1.15300
C: 2.43961 0.50810 0.93850
C: 1.18239 -1.20978 2.77253
H: 5.05145 0.54916 3.08496
H: 5.03838 0.18444 1.36861
H: 3.48984 1.84784 2.04329
H: 1.51569 1.37828 3.26925
H: 3.00332 1.24321 4.18997
H: 3.14481 -2.42109 4.08527
H: 3.94468 -0.99623 4.67281
H: 3.41608 -3.06850 1.75374
H: 4.21406 -1.99218 0.62344
H: 1.58621 1.19098 0.87303
H: 3.07909 0.68501 0.06747
H: 0.92860 -2.22543 3.09594
H: 0.24279 -0.64632 2.76618
H: 0.05179 1.44903 1.13055

Calculated values
Expectation value of S²: 3.760
2S+1: 4
Kohn-Sham gap (alpha / beta), eV: 6.579 / 6.596
Charge: +2

=====

Question: Look up the charge of the second one.
Answer: +1

=====

Question: Among the records above, which one has the highest charge?
Answer: C31H41BN9NdP2S2

=====

Question: What is the formula in the second record?
Answer: C31H40N5OOsS3